ORCA calculation (ωB97M-V with the def2-TZVPD basis set) on C18H16GaN2O9 as an isolated structure.

Each line ends with the Mulliken charge.
Atoms and positions in Å:
Ga1 0.265 0.321 -0.541  1.64
O1 -5.352 1.906 -2.256  -0.55
C1 -4.089 1.549 -1.903  1.19
C2 -3.251 0.866 -2.783  -0.57
C3 -1.987 0.543 -2.339  0.06
N1 -1.597 0.879 -1.123  0.12
C4 -2.376 1.523 -0.267  0.27
C5 -3.655 1.891 -0.624  -0.78
C6 -1.703 1.788 1.084  0.14
O2 -2.320 2.432 1.922  -0.78
O3 -0.530 1.287 1.167  -0.43
C7 -0.905 -0.189 -3.139  0.17
O4 -1.159 -0.508 -4.293  -0.78
O5 0.177 -0.363 -2.482  -0.42
H1 -5.525 1.596 -3.151  0.29
H2 -3.554 0.582 -3.783  0.45
H3 -4.290 2.418 0.073  0.57
O6 2.426 -1.892 1.944  -0.74
C8 1.616 -1.516 1.109  0.74
O7 1.836 -0.484 0.354  -0.79
C9 0.198 -2.129 0.878  0.29
O8 -0.105 -3.185 1.391  -0.69
O9 -0.522 -1.386 0.110  -0.57
C10 4.458 1.357 2.551  -0.94
N2 3.587 1.075 1.398  0.68
C11 4.383 0.885 0.159  -1.02
C12 2.442 2.102 1.286  -1.39
C13 2.225 2.657 -0.094  0.79
C14 2.888 3.835 -0.433  -0.36
C15 2.733 4.397 -1.692  -0.64
C16 1.904 3.765 -2.607  -0.77
C17 1.243 2.593 -2.257  -0.59
C18 1.372 1.996 -0.999  -0.38
H4 5.231 0.594 2.614  0.33
H5 3.860 1.342 3.459  0.37
H6 4.911 2.338 2.423  0.36
H7 3.097 0.169 1.515  0.27
H8 4.977 1.777 -0.032  0.43
H9 3.708 0.699 -0.667  0.26
H10 5.022 0.017 0.311  0.40
H11 2.674 2.885 2.007  0.61
H12 1.543 1.588 1.614  0.33
H13 3.520 4.326 0.303  0.37
H14 3.245 5.316 -1.950  0.36
H15 1.769 4.188 -3.596  0.41
H16 0.613 2.118 -3.002  0.30

- E_HOMO: -5.93 eV
- Total charge: -1
- DFT total energy: -92716.093 eV
- ΔE to the lowest compared entry with this formula, charge and spin: 0.0 kcal/mol
- Lowest unoccupied orbital energy: 2.30 eV